Density functional theory data (ωB97M-V/def2-TZVPD) for C32H41AsBrCoN4O4S2Si2 as an isolated structure.

XYZ file:
```
88
Properties=species:S:1:pos:R:3:forces:R:3
Co 0.0373 -0.8097 0.2325 0.37 0.09 0.01
O 3.5382 0.3595 -1.5722 0.01 -0.09 -0.11
C 3.6530 -0.5154 -2.5795 0.03 -0.04 -0.02
C 4.7240 -0.3809 -3.4674 -0.07 0.02 0.07
C 4.8767 -1.2623 -4.5240 0.03 0.00 -0.02
C 3.9800 -2.3045 -4.7165 0.00 -0.04 -0.04
C 2.9194 -2.4437 -3.8309 -0.01 0.00 0.03
C 2.7346 -1.5646 -2.7765 0.04 0.09 0.10
C 1.5339 -1.6829 -1.8647 -0.04 0.19 -0.05
O 1.7598 -1.2539 -0.5999 0.01 -0.14 -0.11
N 0.4667 -0.7947 -2.4785 0.07 -0.12 0.09
N -0.5299 -0.5426 -1.6041 -0.04 0.00 -0.07
C -1.6672 -0.1143 -1.9976 -0.09 -0.01 0.24
C -2.7286 0.2258 -1.0555 0.01 0.12 -0.35
Br -2.4351 -0.3203 0.7244 -0.42 0.02 0.23
C -3.8303 0.8590 -1.4689 0.06 0.01 0.05
C -4.9805 1.3590 -0.7058 -0.04 -0.05 0.03
C -4.8528 1.9563 0.5489 -0.04 0.01 -0.01
C -5.9735 2.4405 1.2078 0.04 -0.01 0.00
C -7.2297 2.3365 0.6299 -0.04 0.02 -0.01
C -7.3654 1.7586 -0.6254 0.03 0.00 0.01
C -6.2474 1.2844 -1.2910 0.02 0.01 0.07
H 2.8075 0.0272 -0.9800 -0.02 0.00 -0.01
H 5.4242 0.4285 -3.3028 -0.01 0.00 0.00
H 5.7144 -1.1396 -5.2010 0.00 0.01 0.00
H 4.1083 -3.0006 -5.5359 0.00 0.01 0.01
H 2.2129 -3.2609 -3.9490 0.00 0.00 -0.01
H 1.1436 -2.7199 -1.9051 0.06 0.02 0.00
H 0.1438 -1.0698 -3.4006 0.02 0.04 -0.03
H -1.8667 0.0609 -3.0513 0.03 -0.03 -0.03
H -3.8884 1.0311 -2.5405 0.06 0.00 -0.02
H -3.8756 2.0664 0.9990 0.01 0.01 -0.03
H -5.8589 2.9102 2.1764 0.00 0.00 0.00
H -8.0993 2.7200 1.1487 0.00 -0.01 0.00
H -8.3413 1.6816 -1.0875 -0.01 0.01 0.00
H -6.3506 0.8398 -2.2740 0.01 0.00 0.00
O 0.7105 -5.1588 3.5312 0.00 0.00 -0.01
C 1.2452 -4.0975 4.1943 0.02 0.02 -0.01
C 1.8454 -4.3065 5.4357 0.00 0.02 0.00
C 2.3982 -3.2594 6.1508 0.00 -0.02 0.01
C 2.3548 -1.9762 5.6302 0.01 0.03 0.01
C 1.7598 -1.7686 4.3982 -0.02 -0.04 0.01
C 1.1997 -2.8040 3.6507 -0.01 0.01 0.03
C 0.5971 -2.4335 2.3313 0.01 -0.04 -0.01
O 0.6042 -1.1897 2.0269 -0.01 -0.02 -0.06
N 0.1050 -3.4057 1.6051 -0.03 -0.02 0.06
N -0.4573 -2.9224 0.4327 0.15 0.14 0.03
C -0.9671 -3.8457 -0.2705 -0.08 0.03 -0.14
S -1.7567 -3.5169 -1.8135 -0.04 -0.09 0.00
C -2.5999 -5.1185 -1.8643 0.01 0.01 0.01
C -1.6368 -6.1546 -1.3165 -0.02 0.00 -0.03
S -0.9450 -5.5360 0.2428 0.02 0.02 0.02
H 0.8592 -5.9448 4.0671 0.00 0.01 0.00
H 1.8733 -5.3151 5.8378 0.00 0.00 0.00
H 2.8597 -3.4518 7.1119 0.00 0.00 -0.01
H 2.7811 -1.1417 6.1715 0.00 -0.01 0.00
H 1.7124 -0.7784 3.9734 0.02 0.06 -0.04
H -2.8678 -5.3191 -2.9017 0.00 0.01 0.00
H -3.5065 -5.0735 -1.2610 0.00 0.01 0.00
H -0.8341 -6.3413 -2.0302 0.02 0.00 0.01
H -2.1470 -7.0953 -1.1066 0.00 0.00 0.01
C 1.3201 4.8468 -1.4355 -0.02 -0.02 0.03
Si -0.0738 3.6202 -1.0540 0.00 0.04 -0.22
C -1.5255 4.6892 -0.4597 0.03 -0.08 0.07
C -0.6156 2.9755 -2.7562 0.01 0.05 0.02
As 0.4913 1.8929 0.3357 -0.16 -0.10 0.18
Si 1.9844 2.9478 1.7146 0.17 0.00 0.03
C 2.4524 1.7438 3.0894 -0.07 0.04 -0.01
C 1.3293 4.5097 2.5692 -0.04 -0.03 -0.06
C 3.6105 3.4410 0.8807 -0.01 0.00 0.02
H 0.9680 5.6081 -2.1400 -0.02 -0.02 0.01
H 2.1717 4.3286 -1.8823 -0.03 0.01 0.00
H 1.6742 5.3596 -0.5376 -0.03 -0.01 -0.03
H -1.7714 5.4836 -1.1729 0.02 -0.02 0.00
H -1.2905 5.1482 0.5043 -0.01 0.00 -0.01
H -2.4139 4.0672 -0.3146 0.01 0.01 -0.01
H -0.7211 3.8126 -3.4547 0.01 -0.02 0.00
H -1.5840 2.4741 -2.6986 -0.02 0.00 0.02
H 0.1197 2.2749 -3.1606 -0.01 0.00 0.02
H 1.5864 1.5573 3.7299 0.02 -0.02 0.00
H 3.2673 2.1367 3.7058 -0.02 0.00 -0.01
H 2.7650 0.7902 2.6591 0.00 -0.01 0.00
H 0.4302 4.2688 3.1416 0.01 0.01 0.00
H 1.0631 5.2869 1.8476 0.01 -0.02 0.00
H 2.0773 4.9262 3.2522 0.00 -0.01 -0.01
H 4.1219 2.5485 0.5120 -0.02 0.00 -0.01
H 4.2714 3.9525 1.5904 -0.01 -0.01 -0.01
H 3.4471 4.0995 0.0258 0.04 -0.04 0.08
```
Forces are in eV/Å.

Computed properties:
Charge = -1
Energy = -253936.7152 eV
Orbital gap (spin up / spin down) = 5.09 / 5.08 eV
E_HOMO (spin up / spin down) = -0.118 / -0.118 Eh
Energy relative to the best compared isomer or geometry (same formula, charge and spin) = 28.1 kcal per mole
Multiplicity = 2